[1]
Computed, not measured: an isolated molecule of CH3NO2, with ωB97M-V/def2-TZVPD.

Output
- largest force on an atom (eV/Å) = 4.49
- electronic energy (eV) = -6663.9042
- energy above the lowest of the compared OMol25 structures with the same formula, charge and spin (kJ/mol) = 748.7

The geometry in ORCA input format:
```
! wB97M-V def2-TZVPD RIJCOSX def2/J DEFGRID3
* xyz 0 1
O 1.4655 -0.6338 -2.0612
O 0.7215 0.0130 -1.3213
N 0.4288 -0.5713 -0.1576
C -0.4682 0.1534 0.6472
H -0.4364 1.3161 0.7612
H -1.4963 0.0024 0.4681
H -0.2150 -0.2799 1.6636
*
```

[2]
Computed, not measured: an isolated molecule of C4H9NO3, with ωB97M-V/def2-TZVPD.

Output
- largest force on an atom (eV/Å) = 5.48
- electronic energy (eV) = -11922.9649
- energy above the lowest of the compared OMol25 structures with the same formula, charge and spin (kJ/mol) = 441.6

The geometry in ORCA input format:
```
! wB97M-V def2-TZVPD RIJCOSX def2/J DEFGRID3
* xyz 0 1
O -0.6386 1.7726 1.7412
O 1.6125 1.0545 0.8052
O 0.8743 1.0397 -1.3872
N -1.3218 -0.7853 -1.0220
C 0.5619 -1.7697 0.1600
C 0.6725 0.7658 -0.0244
C -0.4350 -0.6130 0.1226
C -0.5599 1.4775 0.4621
H -0.8336 -0.5707 -1.8845
H -2.1637 -0.2261 -0.9513
H 1.8116 1.2693 -1.4698
H 1.1634 -1.7705 -0.7496
H 1.2107 -1.6812 1.0306
H 0.0333 -2.7197 0.2186
H -1.1080 2.1454 -0.2049
H -1.0563 -0.7576 1.0155
H 0.1766 1.3692 2.1378
*
```

[3]
Computed, not measured: a 2-piece molecular cluster, C9H13N4OS overall, with ωB97M-V/def2-TZVPD.

Output
- largest force on an atom (eV/Å) = 4.77
- electronic energy (eV) = -28377.4892
- energy above the lowest of the compared OMol25 structures with the same formula, charge and spin (kJ/mol) = 295.9

The geometry in ORCA input format:
```
! wB97M-V def2-TZVPD RIJCOSX def2/J DEFGRID3
* xyz 1 1
S 1.8617 -0.8137 -1.6645
O 1.1615 2.5742 0.9300
N -0.0246 0.9928 -0.1144
N 1.5520 -0.8591 0.7664
N 1.6576 0.0419 -0.1835
N -0.8104 3.1714 0.0014
C -0.8095 4.5955 0.3599
C 1.2843 -3.3281 1.2782
C 1.1385 -4.6044 0.7411
C 1.4417 -2.2126 0.4477
C -1.0662 0.6376 -1.0813
C 1.2511 -4.7334 -0.7168
C 1.6138 -2.3797 -0.9485
C 1.5220 -3.6272 -1.4880
C 0.1639 2.2381 0.2339
H 1.8799 1.8251 0.9929
H -0.6490 -0.1305 -1.7347
H 0.1615 5.1120 0.5899
H 1.0286 -5.6042 -1.3263
H -1.4440 1.5618 -1.6980
H -1.6895 2.9885 -0.4582
H 1.4903 -3.6012 -2.5338
H -1.3420 4.6337 1.2978
H 0.9890 -5.5095 1.4173
H 1.3510 -3.1846 2.3653
H -1.8480 0.0477 -0.6520
H 1.3659 -0.4962 1.6986
H -1.1984 5.2488 -0.3396
*
```

[4]
Computed, not measured: an isolated ion of composition C5H6N and charge +1, with ωB97M-V/def2-TZVPD.

Output
- largest force on an atom (eV/Å) = 2.06
- electronic energy (eV) = -6760.5046
- energy above the lowest of the compared OMol25 structures with the same formula, charge and spin (kJ/mol) = 450.9

The geometry in ORCA input format:
```
! wB97M-V def2-TZVPD RIJCOSX def2/J DEFGRID3
* xyz 1 1
N -0.4391 -0.6510 0.3011
C -0.8215 -0.1449 -0.7960
C 0.1119 -0.6444 1.6058
C 0.9675 1.2568 -0.6105
C -0.2806 1.1688 -1.0689
C -0.3113 -1.7922 1.1435
H -1.3542 -0.7540 -1.5174
H -0.8244 1.9136 -1.6255
H -0.4372 -2.8523 1.1142
H 1.3123 0.3041 -0.1811
H 1.5863 2.1323 -0.6713
H 0.4904 0.0632 2.3061
*
```

[5]
Computed, not measured: an isolated molecule of C5H7N, with ωB97M-V/def2-TZVPD.

Output
- largest force on an atom (eV/Å) = 1.08
- electronic energy (eV) = -6787.4635
- energy above the lowest of the compared OMol25 structures with the same formula, charge and spin (kJ/mol) = 101.2

The geometry in ORCA input format:
```
! wB97M-V def2-TZVPD RIJCOSX def2/J DEFGRID3
* xyz 0 1
N 2.7040 -0.5055 1.6089
C 1.2049 0.1891 -0.4308
C -1.4046 0.1226 -0.7076
C 2.0690 -0.1967 0.6931
C -1.0813 -0.5339 0.6052
C -0.1865 0.5406 0.0640
H -0.7187 -1.5589 0.5814
H -1.6820 -0.2956 1.4775
H -0.2382 1.5001 0.5724
H -2.2402 0.8142 -0.7599
H 1.1715 -0.6443 -1.1426
H -1.2593 -0.4689 -1.6082
H 1.6614 1.0373 -0.9535
*
```

[6]
Computed, not measured: a 2-piece molecular cluster, C5H11N2OS2 overall, with ωB97M-V/def2-TZVPD.

Output
- largest force on an atom (eV/Å) = 4.64
- electronic energy (eV) = -32052.5582
- energy above the lowest of the compared OMol25 structures with the same formula, charge and spin (kJ/mol) = 51.0

The geometry in ORCA input format:
```
! wB97M-V def2-TZVPD RIJCOSX def2/J DEFGRID3
* xyz 1 1
S 4.6222 -1.3659 -0.1633
S 2.8365 0.9098 0.1037
O 1.3765 1.1161 -0.0280
N 3.1595 -0.5998 -0.0523
N -1.0600 1.6965 -0.1381
C -0.7089 -0.4109 -1.3013
C -1.0881 -1.1916 -0.0197
C -1.6805 0.9919 1.0192
C -0.5283 1.0126 -1.0741
C -0.9663 -0.3594 1.1863
H -0.4235 -2.0817 0.1011
H -1.3709 1.7523 1.8235
H 0.2859 -0.8327 -1.5460
H 4.1726 -2.5328 -0.0479
H -2.7980 0.8064 0.9445
H -0.0306 1.7025 -1.7378
H -2.1865 -1.3961 -0.1752
H -1.4560 -1.0012 2.0112
H -0.8737 2.6367 -0.1059
H 0.1434 -0.1999 1.2858
H -1.4256 -0.6528 -2.0858
*
```

[7]
Computed, not measured: a 2-piece molecular cluster, C3H3F3O overall, with ωB97M-V/def2-TZVPD.

Output
- largest force on an atom (eV/Å) = 5.09
- electronic energy (eV) = -13357.7799
- energy above the lowest of the compared OMol25 structures with the same formula, charge and spin (kJ/mol) = 161.0

The geometry in ORCA input format:
```
! wB97M-V def2-TZVPD RIJCOSX def2/J DEFGRID3
* xyz 0 1
F 2.9342 -0.5908 -0.2360
F 2.3069 1.5017 -0.4871
F 1.8233 0.4822 1.3815
O -1.6426 1.6846 -0.3103
C 0.6072 -0.0603 -0.4790
C 1.9090 0.3386 0.0407
C -0.6170 1.4462 0.2106
H 0.4728 -0.0074 -1.5506
H 0.2988 -0.9973 -0.2715
H -0.0252 1.8669 1.1011
*
```

[8]
Computed, not measured: C19H24N5O2PSSe2Tl as an isolated structure, with ωB97M-V/def2-TZVPD.

Output
- largest force on an atom (eV/Å) = 0.57
- electronic energy (eV) = -187153.2612
- energy above the lowest of the compared OMol25 structures with the same formula, charge and spin (kJ/mol) = 187.1

The geometry in ORCA input format:
```
! wB97M-V def2-TZVPD RIJCOSX def2/J DEFGRID3
* xyz -1 1
Tl 0.3017 0.7996 -0.4773
Se 0.2379 -0.1336 2.0370
Se 2.1662 1.8953 -1.6408
S -4.0420 3.6008 -0.4332
P 2.4899 -0.1499 2.0360
O -1.1522 -1.2135 -0.9571
O -2.0222 -2.6965 -2.3715
N -4.0169 -0.0971 -1.0981
N -4.7112 1.1360 -2.9209
N -0.6378 0.5095 -2.9322
N -1.5999 2.2219 -0.3165
N -4.0285 -1.0634 -3.1859
C 3.7130 -2.4493 2.9215
C 4.1750 3.4675 2.7818
C 2.8004 -1.4656 3.2988
C 3.9945 -3.5270 3.7528
C -0.6985 -0.8968 -3.2860
C -1.3009 -1.2406 -4.6651
C 3.7958 2.2427 2.2445
C 2.7781 3.0522 4.6891
C 2.4465 -2.6652 5.3691
C -2.5940 2.8272 -0.3449
C 2.1648 -1.5966 4.5334
C 3.6742 3.8697 4.0090
C -2.5405 -0.4588 -5.1229
C -1.3367 -1.6806 -2.1098
C -3.8809 -1.0096 -4.6342
C 2.9117 1.4081 2.9256
C 2.3933 1.8375 4.1463
C 3.3634 -3.6350 4.9815
C -4.2371 -0.0057 -2.4105
H 3.5752 -4.4749 5.6319
H -4.1037 0.7473 -0.5530
H 1.4187 -0.8739 4.8352
H -1.5307 -2.3081 -4.6654
H -4.7281 1.9815 -2.3505
H 2.3646 3.3733 5.6378
H -4.7062 -0.4399 -5.0697
H -2.4527 0.5976 -4.8563
H 1.6613 1.2345 4.6661
H 4.1635 1.9345 1.2722
H 4.6989 -4.2859 3.4345
H -0.5166 -1.0819 -5.4084
H -1.5238 0.9949 -2.9957
H -4.9237 1.2054 -3.8978
H 0.3423 -1.2378 -3.2995
H -3.5212 -1.8457 -2.7494
H -2.5780 -0.4893 -6.2154
H 1.9381 -2.7517 6.3220
H -3.2890 -0.7351 -0.7777
H 4.8500 4.1109 2.2311
H 4.2029 -2.3631 1.9584
H -3.9970 -2.0354 -4.9838
H 0.0821 1.0357 -3.4167
H 3.9661 4.8240 4.4304
*
```

[9]
Computed, not measured: C11H14BF3N6O3STi as an isolated structure, with ωB97M-V/def2-TZVPD.

Output
- largest force on an atom (eV/Å) = 4.21
- electronic energy (eV) = -69482.1943
- energy above the lowest of the compared OMol25 structures with the same formula, charge and spin (kJ/mol) = 0.0

The geometry in ORCA input format:
```
! wB97M-V def2-TZVPD RIJCOSX def2/J DEFGRID3
* xyz 2 1
Ti 0.4287 0.1555 -0.3153
S 0.9746 0.9597 2.7914
F 1.8649 0.1062 5.1533
F 3.3804 0.0810 3.5215
F 1.7759 -1.4284 3.5702
O -0.3871 0.7162 3.1910
O 1.2750 0.2975 1.4344
O 1.4948 2.3077 2.8945
N -1.0805 -0.0006 -2.7046
N 1.3298 -0.7474 -2.7611
N -1.3995 -0.1704 -1.3573
N 0.7183 1.8108 -1.1164
N 0.6806 1.7448 -2.5168
N 1.4944 -1.0264 -1.3963
C 2.7609 -2.4449 -2.5799
C -3.2591 -0.4783 -2.6151
C 2.1081 -1.5782 -3.4518
C -1.3545 -1.8337 1.4609
C 0.9277 3.1126 -0.7540
C 1.1096 3.8532 -1.9126
C -2.7343 -0.4785 -1.3025
C 2.0747 -0.1290 3.8411
C 2.3330 -2.1016 -1.3008
C -2.1766 -0.1753 -3.4641
C 0.9460 2.9654 -2.9881
B 0.3519 0.3835 -3.2174
H -1.7304 -2.7519 1.0034
H -0.5161 -1.3991 0.8330
H 2.1066 -1.5467 -4.5379
H -0.9203 -2.0201 2.4563
H -2.0683 -0.0740 -4.5454
H -4.2799 -0.6664 -2.9278
H 1.3257 4.8977 -1.9726
H -2.2094 -1.1333 1.5802
H 0.9568 3.1517 -4.0460
H 2.5862 -2.4933 -0.3294
H 3.4513 -3.2237 -2.8381
H -3.2287 -0.6804 -0.3651
H 0.9731 3.3849 0.2920
H 0.3552 0.5080 -4.4081
*
```

[10]
Computed, not measured: C22H33N6O3Tb as an isolated structure, with ωB97M-V/def2-TZVPD.

Output
- largest force on an atom (eV/Å) = 3.88
- electronic energy (eV) = -60858.5999
- ⟨S²⟩ = 12.668
- energy above the lowest of the compared OMol25 structures with the same formula, charge and spin (kJ/mol) = 100.9

The geometry in ORCA input format:
```
! wB97M-V def2-TZVPD RIJCOSX def2/J DEFGRID3
* xyz 2 7
Tb -0.0814 0.6353 -0.1449
O -0.1297 -0.5456 -2.3145
O 1.2412 1.5724 -1.6792
O 2.6114 1.1198 -3.4403
N 2.0830 -0.5844 0.1825
N -2.4670 0.7300 -0.9876
N 0.9884 1.1604 2.1145
N -1.7955 1.7795 1.6285
N -0.4988 -1.7630 0.6758
N -0.4072 3.1991 -0.4580
C 0.5962 -3.8622 1.3057
C 0.6793 -2.5197 0.9062
C 4.4568 -0.9142 -0.0824
C -1.3837 1.3364 2.9489
C 1.0145 -0.8521 -4.4610
C 4.3698 -2.2240 0.3200
C -1.6930 -2.3535 0.9568
C 0.0502 1.7480 3.1899
C 3.0872 -2.7717 0.5560
C 1.9534 -1.9178 0.5292
C 1.7731 -4.6775 1.3256
C 0.4662 0.1386 -3.4504
C -1.9084 3.2761 1.5266
C -0.4862 1.1315 -4.0869
C 1.5701 1.0160 -2.8071
C -1.8169 -3.6173 1.4593
C -0.6704 -4.3639 1.6661
C -3.1378 1.1848 1.3905
C -3.5424 1.1839 -0.0306
C -0.7596 3.8591 0.8365
C 3.2989 -0.1525 -0.1908
C 2.9476 -4.1216 0.9699
H -2.8381 -4.0986 1.5529
H -0.8321 4.9767 0.6241
H -1.0807 3.5441 -1.1568
H -1.4470 0.6194 -4.2828
H -2.7184 -0.2215 -1.3549
H -4.3321 0.4402 -0.1417
H 3.7601 -4.7935 0.7785
H 5.3198 -2.7746 0.2551
H 0.2254 1.3700 4.1900
H -1.5735 0.1963 3.0520
H -0.0631 1.5838 -4.9745
H 0.1556 3.8056 1.4316
H 0.4812 3.4854 -0.7937
H -0.2630 -1.5231 -2.5283
H 0.1694 2.8296 3.2202
H -0.6568 2.0132 -3.4569
H 1.7405 -1.5324 -3.9948
H -3.0587 0.1315 1.8158
H 5.4172 -0.3862 -0.0909
H -2.8517 3.4421 0.9765
H -2.1143 1.7657 3.7090
H -2.1080 3.7212 2.5274
H 0.2434 -1.4325 -4.9719
H -3.9509 2.1638 -0.3771
H 1.7471 -5.6412 1.8038
H 1.4164 -0.3253 -5.3204
H 3.3555 0.8217 -0.6127
H -2.4398 1.3187 -1.8487
H 1.2222 0.2111 2.4538
H -0.6861 -5.2121 2.2966
H 1.8446 1.7177 2.0954
H -3.9293 1.6354 2.0016
H -2.5643 -1.6817 0.7670
*
```

[11]
Computed, not measured: an isolated molecule of H3NOS2, with ωB97M-V/def2-TZVPD.

Output
- largest force on an atom (eV/Å) = 5.21
- electronic energy (eV) = -25254.8462
- energy above the lowest of the compared OMol25 structures with the same formula, charge and spin (kJ/mol) = 100.9

The geometry in ORCA input format:
```
! wB97M-V def2-TZVPD RIJCOSX def2/J DEFGRID3
* xyz 0 1
S -0.1334 -1.4002 -1.6272
S 0.1862 0.1485 -0.6479
O -0.2520 1.4585 -0.8996
N -0.3024 -0.2674 0.8871
H 1.4803 0.3352 -0.3055
H 0.1790 0.3736 1.5370
H -1.1575 -0.6482 1.0560
*
```

[12]
Computed, not measured: C30H9Br5F4MgN5O4S as an isolated structure, with ωB97M-V/def2-TZVPD.

Output
- largest force on an atom (eV/Å) = 1.54
- electronic energy (eV) = -424262.9143

The geometry in ORCA input format:
```
! wB97M-V def2-TZVPD RIJCOSX def2/J DEFGRID3
* xyz -1 1
Br 4.5772 0.4112 5.7408
Br 2.2522 -4.4791 2.0522
Br -6.0414 1.4057 0.8760
Br 4.6251 -5.0942 4.3097
Br 5.8316 -2.6456 6.0868
S 2.5852 0.0821 0.1064
Mg 0.8212 0.1887 2.6324
F -1.8712 -0.0743 -2.6478
F -0.8277 0.8402 -0.3997
F -0.2728 3.7661 -4.9598
F 0.6223 4.7546 -2.6966
O 2.3740 0.3979 3.6941
O -2.3108 0.6796 4.7869
O 1.3983 -1.6017 2.2191
O -0.5190 -0.1366 3.7586
N 1.5834 5.6463 0.0057
N 0.7780 -1.7013 -0.5915
N -2.2110 -1.1956 -5.5197
N 0.4586 1.9623 1.8826
N -1.6629 2.5319 -7.3408
C -4.4388 0.4252 1.1954
C 1.0640 -1.3489 -3.2745
C 4.4236 -2.3140 4.8868
C -0.6995 1.5934 -1.5190
C 0.0362 3.5496 -2.6684
C -2.1448 -1.0359 1.6547
C -2.5397 -0.0533 2.5537
C 1.1059 4.6096 -0.1189
C -0.4471 3.0415 -3.8449
C -2.9062 -1.2794 0.5256
C -1.2119 1.0985 -2.6889
C 1.7113 -0.8076 -1.0133
C 3.9070 -1.0402 4.7457
C 1.8776 -0.6679 -2.4153
C -1.7429 0.2044 3.8211
C -4.0547 -0.5438 0.2844
C -3.6998 0.6771 2.3331
C 0.4864 2.5837 0.9105
C 0.0681 -2.2144 -2.7777
C -1.0823 1.7746 -3.9304
C -0.0259 -2.3816 -1.4266
C -1.9271 -0.1007 -5.3070
C 2.9115 -3.1180 3.1914
C 0.5086 3.3444 -0.2393
C -1.5224 1.2291 -5.1524
C 2.8529 -0.7557 3.8514
C 2.3311 -1.8498 3.0496
C 3.9185 -3.3643 4.1088
C -1.5709 1.9654 -6.3437
C -0.0401 2.8446 -1.4424
H 2.6515 0.0002 -2.7595
H -4.0022 1.4099 3.0640
H 1.1653 -1.2263 -4.3432
H -2.6222 -2.0405 -0.1842
H 0.7191 -1.8271 0.4221
H -1.2607 -1.6196 1.8729
H -0.7306 -3.0592 -0.9706
H -0.6094 -2.7127 -3.4499
H -4.6499 -0.7282 -0.5964
*
```